No. 1
DFT (the ωB97M-V functional and the def2-TZVPD basis) results for C43H47BBr2N13O4PRbS2 as an isolated structure.

Positions of all 114 atoms, in Å:
Rb1 0.752 0.128 0.526
C1 -1.747 4.234 2.660
C2 -0.615 3.576 2.144
N1 -0.741 2.263 2.238
N2 -1.939 2.046 2.819
C3 -2.571 3.208 3.075
B1 -2.460 0.609 2.960
N3 -2.885 0.071 1.580
C4 -3.203 -1.201 1.244
C5 -3.772 -1.182 -0.007
C6 -3.769 0.181 -0.357
N4 -3.240 0.931 0.599
N5 -1.345 -0.257 3.574
C7 -0.692 -0.014 4.732
C8 0.308 -0.953 4.861
C9 0.194 -1.745 3.705
N6 -0.804 -1.326 2.940
N7 -3.738 0.650 3.849
C10 -5.020 0.570 3.429
C11 -5.836 0.811 4.513
C12 -4.935 1.039 5.570
N8 -3.677 0.947 5.162
H1 -1.929 5.295 2.733
H2 0.279 3.997 1.708
H3 -3.543 3.219 3.542
H4 -2.987 -2.018 1.909
H5 -4.100 -2.027 -0.591
H6 -4.125 0.642 -1.267
H7 -0.986 0.808 5.362
H8 1.032 -1.036 5.655
H9 0.809 -2.571 3.377
H10 -5.255 0.351 2.398
H11 -6.913 0.812 4.536
H12 -5.147 1.261 6.605
Br1 1.808 3.058 4.846
C13 2.811 1.472 4.486
C14 3.595 0.958 5.506
C15 4.290 -0.211 5.229
C16 4.160 -0.795 3.982
C17 3.360 -0.171 3.030
N9 2.694 0.962 3.284
C18 3.203 -0.782 1.635
O1 2.782 -1.958 1.622
O2 3.448 -0.026 0.676
H13 3.648 1.451 6.466
H14 4.916 -0.662 5.991
H15 4.642 -1.730 3.729
C19 2.432 -1.833 -4.871
C20 2.992 -0.743 -4.004
C21 4.193 -0.103 -4.270
C22 4.648 0.907 -3.436
C23 3.855 1.243 -2.350
Br2 4.463 2.613 -1.178
N10 2.711 0.667 -2.070
C24 2.298 -0.314 -2.876
H16 3.121 -2.087 -5.679
H17 1.480 -1.528 -5.308
H18 2.236 -2.732 -4.287
H19 4.780 -0.393 -5.135
H20 5.581 1.422 -3.617
H21 1.354 -0.791 -2.620
C25 1.465 4.213 -2.164
N11 0.103 4.707 -2.324
C26 -0.200 5.097 -3.693
C27 -0.873 4.015 -1.597
N12 -0.555 2.985 -0.916
N13 -2.153 4.580 -1.696
C28 -3.231 3.804 -1.117
C29 -2.277 6.006 -1.437
H22 2.152 4.914 -2.641
H23 1.593 3.220 -2.607
H24 1.708 4.131 -1.108
H25 0.136 4.334 -4.406
H26 0.302 6.039 -3.934
H27 -1.272 5.226 -3.822
H28 -1.322 2.647 -0.336
H29 -3.208 3.777 -0.021
H30 -3.172 2.777 -1.474
H31 -4.181 4.234 -1.440
H32 -1.360 6.519 -1.713
H33 -2.473 6.199 -0.373
H34 -3.106 6.423 -2.017
S1 -0.451 -6.579 -3.787
P1 -0.150 -4.903 -2.772
S2 -0.912 -3.187 -3.442
C30 -0.597 -5.154 -1.005
C31 -0.385 -6.401 -0.422
C32 -0.528 -6.570 0.948
C33 -0.856 -5.487 1.755
C34 -1.076 -4.244 1.179
C35 -0.979 -4.089 -0.198
C36 1.657 -4.607 -2.561
C37 2.587 -5.275 -3.348
C38 3.943 -4.981 -3.231
C39 4.376 -4.024 -2.323
C40 3.452 -3.358 -1.523
C41 2.102 -3.650 -1.646
H35 -0.101 -7.233 -1.056
H36 -0.354 -7.544 1.391
H37 -0.921 -5.606 2.830
H38 -1.284 -3.382 1.800
H39 -1.147 -3.124 -0.664
H40 2.233 -6.029 -4.042
H41 4.661 -5.503 -3.854
H42 5.432 -3.796 -2.234
H43 3.769 -2.613 -0.802
H44 1.394 -3.129 -1.013
C42 -2.087 -0.004 -3.487
O3 -0.923 0.648 -2.898
C43 -0.277 1.460 -3.679
O4 -0.493 1.790 -4.799
H45 -2.511 -0.609 -2.697
H46 -1.768 -0.636 -4.310
H47 -2.780 0.764 -3.830

Summary:
- Kohn-Sham gap (spin up / spin down) (eV) = 6.471 / 6.463
- LUMO level (spin up / spin down) (eV) = 3.59 / 3.59
- total charge = -2
- 2S+1 = 2
- E_tot (hartree) = -9014.5509

Atomic partial charges in e from the Mulliken method, atoms 1 to 4: atom 1 (Rb): 0.207, atom 2 (C): -1.416, atom 3 (C): -0.688, atom 4 (N): 0.161

---

No. 2
DFT (the ωB97M-V functional and the def2-TZVPD basis) results for C43H47BiBrN13O2S2 as an isolated structure in a non-equilibrium geometry.

Positions of all 109 atoms, in Å:
Bi1 -0.191 -0.888 0.818
C1 -4.057 2.124 0.370
C2 -2.619 1.765 0.629
N1 -1.863 1.410 -0.330
N2 -2.327 1.176 -1.533
C3 -1.627 0.540 -2.513
N3 -2.257 0.471 -3.670
S1 -0.215 -0.342 -2.192
C4 -1.928 1.967 1.923
C5 -2.530 2.755 2.870
C6 -1.844 2.948 4.090
C7 -0.658 2.285 4.287
C8 -0.109 1.594 3.229
N4 -0.728 1.364 2.084
H1 -4.537 1.205 0.171
H2 -4.600 2.619 1.192
H3 -4.114 2.693 -0.536
H4 -3.162 1.582 -1.832
H5 -3.001 1.145 -3.864
H6 -1.922 -0.139 -4.411
H7 -3.459 3.317 2.729
H8 -2.204 3.657 4.842
H9 -0.124 2.428 5.193
H10 0.873 1.159 3.381
N5 -1.929 -1.312 5.183
C9 -1.302 -1.293 4.010
S2 -2.231 -1.627 2.556
N6 -0.016 -1.277 4.091
N7 0.732 -1.393 2.934
C10 1.791 -2.176 3.068
C11 2.087 -3.028 4.249
C12 2.316 -2.493 5.526
C13 2.608 -3.383 6.534
C14 2.568 -4.756 6.301
C15 2.282 -5.261 5.018
C16 2.071 -4.384 3.982
C17 2.562 -2.486 1.841
C18 3.787 -3.197 1.811
C19 4.338 -3.443 0.549
C20 3.842 -2.939 -0.590
C21 2.596 -2.223 -0.475
N8 2.023 -2.050 0.681
H11 -2.922 -1.067 5.175
H12 -1.331 -1.257 5.963
H13 2.231 -1.379 5.669
H14 2.943 -3.100 7.500
H15 2.743 -5.364 7.159
H16 2.134 -6.339 4.873
H17 1.991 -4.769 2.956
H18 4.250 -3.442 2.759
H19 5.283 -4.009 0.519
H20 4.294 -2.999 -1.567
H21 2.168 -1.729 -1.374
C22 1.504 -0.030 -5.995
N9 1.819 -1.140 -5.117
C23 1.272 -2.436 -5.449
C24 2.744 -1.054 -4.073
C25 3.313 0.246 -3.606
O1 3.136 -2.131 -3.613
H22 2.112 0.873 -5.764
H23 0.478 0.268 -6.067
H24 1.803 -0.326 -7.021
H25 0.396 -2.718 -4.844
H26 2.036 -3.170 -5.179
H27 0.993 -2.600 -6.522
H28 3.601 0.184 -2.585
H29 2.611 1.150 -3.642
H30 4.221 0.472 -4.216
Br1 -3.169 -1.794 -0.760
C26 -2.306 -3.515 -0.485
C27 -2.954 -4.661 -0.969
C28 -2.217 -5.849 -0.920
C29 -0.926 -5.810 -0.409
C30 -0.438 -4.637 0.108
N10 -1.124 -3.460 0.077
H31 -3.940 -4.578 -1.409
H32 -2.618 -6.777 -1.424
H33 -0.166 -6.616 -0.462
H34 0.585 -4.511 0.341
C31 -5.779 5.676 -1.591
C32 -4.357 5.158 -1.446
C33 -3.586 5.455 -0.365
C34 -2.277 5.103 -0.262
C35 -1.677 4.328 -1.312
N11 -0.300 4.044 -1.268
C36 0.562 3.711 -2.301
O2 0.363 3.628 -3.510
N12 1.881 3.612 -1.805
C37 2.399 2.673 -0.909
C38 3.756 2.503 -0.839
C39 4.285 1.423 -0.123
C40 3.417 0.643 0.630
N13 2.123 0.870 0.605
C41 1.586 1.826 -0.130
C42 -2.437 3.984 -2.463
C43 -3.758 4.462 -2.584
H35 -6.266 5.860 -0.637
H36 -6.364 5.023 -2.265
H37 -5.745 6.593 -2.144
H38 -3.962 5.981 0.481
H39 -1.705 5.414 0.604
H40 0.119 4.255 -0.362
H41 2.593 3.906 -2.525
H42 4.424 3.106 -1.437
H43 5.294 1.202 -0.141
H44 3.767 -0.229 1.215
H45 0.502 1.896 -0.135
H46 -1.998 3.494 -3.310
H47 -4.332 4.360 -3.496

Summary:
- Kohn-Sham gap (eV) = 6.957
- LUMO level (eV) = -5.56
- total charge = +2
- 2S+1 = 1
- E_tot (hartree) = -6113.6469

Atomic partial charges in e from the Mulliken method, atoms 1 to 4: atom 1 (Bi): 1.975, atom 2 (C): -1.579, atom 3 (C): 0.210, atom 4 (N): 0.748